1.
A structure of composition C24H16CeClN5S3Se at a distorted geometry, computed with ωB97M-V with the def2-TZVPD basis set.

Each line ends with the natural charge from an NBO analysis.
Atoms and positions in Å:
Ce1 12.119 10.736 12.440  1.0752
S1 14.831 11.156 13.025  -0.0506
C1 14.647 12.239 11.721  -0.2212
C2 15.354 11.996 10.501  -0.1378
C3 14.985 12.720 9.364  -0.1489
C4 15.633 12.312 8.175  0.2714
N1 16.080 12.076 7.124  -0.2831
C5 13.920 13.674 9.329  -0.1748
C6 13.199 13.873 10.520  -0.0815
C7 13.589 13.230 11.717  -0.2408
S2 12.505 13.495 13.048  -0.1052
C8 13.585 14.258 8.100  0.2605
N2 13.293 14.685 7.048  -0.2750
H1 16.164 11.217 10.471  0.2591
H2 12.493 14.673 10.538  0.2365
Cl1 7.062 10.760 16.230  0.0501
C9 8.473 10.420 15.346  -0.0630
C10 8.612 9.406 14.384  -0.2087
C11 9.874 8.985 14.034  -0.2378
C12 11.048 9.506 14.631  -0.0792
C13 12.334 8.923 14.386  -0.6336
C14 10.884 10.775 15.258  -0.2610
C15 9.626 11.227 15.658  -0.1632
H3 7.809 8.734 14.014  0.2341
H4 9.989 8.105 13.432  0.2296
H5 12.303 7.890 14.053  0.2383
H6 13.133 9.180 15.101  0.2448
H7 11.779 11.266 15.678  0.2553
H8 9.561 12.170 16.140  0.2385
C16 7.585 9.216 10.931  -0.4254
N3 8.547 9.217 9.824  -0.3544
C17 9.478 10.192 9.602  0.3066
Se1 9.736 11.718 10.647  -0.0693
N4 10.214 9.838 8.516  -0.5244
C18 9.911 8.552 8.090  0.1318
C19 10.242 7.843 6.956  -0.2288
C20 9.530 6.655 6.733  -0.1753
C21 8.484 6.239 7.520  -0.2182
C22 8.139 6.954 8.653  -0.2009
C23 8.895 8.109 8.998  0.1078
H9 7.837 10.069 11.564  0.2556
H10 7.784 8.304 11.513  0.2184
H11 6.548 9.402 10.531  0.2319
H12 11.105 10.324 8.243  0.4543
H13 11.179 8.080 6.471  0.2380
H14 9.801 6.093 5.802  0.2295
H15 8.021 5.267 7.316  0.2314
H16 7.364 6.544 9.237  0.2237
S3 14.261 6.474 10.896  -0.0994
C24 13.405 7.845 10.989  0.2495
N5 12.743 8.838 11.174  -0.8099

Results
HOMO-LUMO gap (spin up / spin down)   6.09 / 6.04 eV



2.
A cluster of 8 separate species, C42H53N10O in total at a distorted geometry, computed with ωB97M-V with the def2-TZVPD basis set.

Each line ends with the Mulliken charge.
Atoms and positions in Å:
C1 -0.255 -7.615 -0.533  -0.6520
O1 -1.230 -6.954 -1.357  -0.2395
C2 -0.882 -6.930 -2.745  -0.5700
C3 -2.048 -7.486 -3.679  -0.1841
C4 -2.154 -9.057 -3.687  -0.7231
C5 -2.947 -9.699 -2.475  -0.7620
C6 -3.964 -8.755 -1.743  -0.4604
N1 -5.236 -8.491 -2.522  -0.1549
C7 -5.654 -7.159 -2.206  0.2093
N2 -6.369 -6.777 -1.022  -0.4868
N3 -5.398 -6.194 -3.108  -0.2072
H1 0.245 -6.845 0.114  0.1216
H2 0.454 -8.286 -1.079  0.3769
H3 -0.830 -8.282 0.180  0.2277
H4 0.058 -7.474 -3.015  0.4421
H5 -0.784 -5.838 -3.033  0.3258
H6 -1.731 -7.184 -4.724  0.4263
H7 -3.007 -6.942 -3.486  -0.2074
H8 -2.544 -9.430 -4.668  0.3496
H9 -1.094 -9.447 -3.614  0.2821
H10 -2.238 -10.172 -1.747  0.3886
H11 -3.556 -10.552 -2.904  0.3591
H12 -4.273 -9.282 -0.790  0.2952
H13 -3.547 -7.762 -1.427  0.3615
H14 -5.965 -9.114 -2.163  0.2979
H15 -5.864 -7.027 -0.166  0.3053
H16 -7.311 -7.176 -0.983  0.3249
H17 -4.677 -5.486 -2.946  0.3032
H18 -5.886 -6.227 -4.003  0.2594
N4 2.590 -1.894 -0.118  -0.3071
C8 2.124 -2.985 -0.738  -0.5825
C9 1.222 -3.869 -0.169  0.0450
C10 0.777 -3.614 1.119  -0.0517
C11 1.245 -2.493 1.783  -0.6528
C12 2.144 -1.669 1.124  -0.4528
H19 2.503 -3.143 -1.742  0.3865
H20 0.876 -4.735 -0.720  0.1336
H21 0.072 -4.283 1.599  0.4023
H22 0.921 -2.262 2.790  0.3897
H23 2.537 -0.777 1.602  0.6527
N5 5.209 2.748 -1.801  -0.6352
C13 4.342 3.765 -1.898  -0.2246
C14 3.004 3.675 -1.550  -1.1278
C15 2.532 2.460 -1.077  -0.0270
C16 3.407 1.390 -0.968  -0.2885
C17 4.728 1.586 -1.339  -0.5254
H24 4.758 4.693 -2.276  0.4304
H25 2.349 4.530 -1.647  0.8158
H26 1.491 2.348 -0.795  0.4583
H27 3.073 0.427 -0.603  0.7403
H28 5.452 0.781 -1.269  0.4180
N6 1.257 4.593 2.758  -0.5161
C18 0.663 4.002 3.803  -0.2955
C19 0.890 2.687 4.177  -0.4930
C20 1.780 1.936 3.425  -0.2582
C21 2.406 2.524 2.336  -0.1447
C22 2.114 3.848 2.048  -0.4874
H29 -0.027 4.629 4.357  0.4004
H30 0.383 2.263 5.033  0.3756
H31 1.983 0.902 3.684  0.4675
H32 3.106 1.968 1.726  0.4591
H33 2.581 4.353 1.210  0.5099
N7 4.919 -3.362 4.331  -0.5603
C23 5.677 -3.090 5.400  -0.2375
C24 6.397 -1.917 5.558  -0.3151
C25 6.335 -0.969 4.548  -0.4628
C26 5.559 -1.227 3.429  -0.2861
C27 4.874 -2.430 3.370  -0.3159
H34 5.696 -3.863 6.161  0.3678
H35 6.992 -1.749 6.446  0.3666
H36 6.885 -0.039 4.633  0.3802
H37 5.487 -0.511 2.620  0.4755
H38 4.252 -2.677 2.517  0.5901
N8 1.700 5.519 -3.709  -0.1835
C28 1.802 4.365 -4.386  0.0285
C29 1.467 4.225 -5.724  -0.7906
C30 0.997 5.338 -6.403  -0.1558
C31 0.881 6.542 -5.725  -0.6147
C32 1.245 6.578 -4.389  -0.3023
H39 2.171 3.524 -3.813  0.3252
H40 1.573 3.270 -6.221  0.3798
H41 0.723 5.269 -7.449  0.3832
H42 0.516 7.432 -6.221  0.3589
H43 1.176 7.497 -3.816  0.5419
N9 -1.976 9.144 -1.000  -0.5511
C33 -2.564 8.546 0.044  -0.4485
C34 -2.338 7.228 0.407  -0.2270
C35 -1.455 6.481 -0.356  -0.6565
C36 -0.834 7.075 -1.443  0.3043
C37 -1.126 8.401 -1.720  -0.1619
H44 -3.249 9.171 0.608  0.3898
H45 -2.840 6.797 1.265  0.5314
H46 -1.252 5.446 -0.105  0.4214
H47 -0.139 6.522 -2.061  0.0836
H48 -0.663 8.912 -2.558  0.3247
N10 -3.690 6.205 3.638  -0.3670
C38 -3.011 7.262 4.102  -0.0402
C39 -3.288 7.890 5.305  -0.7139
C40 -4.331 7.400 6.075  -0.1222
C41 -5.051 6.308 5.617  -0.4380
C42 -4.692 5.750 4.401  -0.2681
H49 -2.206 7.611 3.462  0.4884
H50 -2.703 8.740 5.631  0.3627
H51 -4.580 7.864 7.022  0.3644
H52 -5.873 5.898 6.190  0.3650
H53 -5.223 4.892 4.002  0.3620

Results
Total charge   +1
HOMO-LUMO gap   4.34 eV



3.
A cluster of 11 separate species, C34H68Br8O12 in total at a distorted geometry, computed with ωB97M-V with the def2-TZVPD basis set.

Each line ends with the Mulliken charge.
Atoms and positions in Å:
C1 -8.700 4.430 2.051  -0.6684
C2 -8.228 4.093 3.395  0.8947
O1 -9.022 3.726 4.215  -0.5265
C3 -6.812 4.227 3.655  -0.8078
H1 -9.689 4.885 1.990  -0.0744
H2 -8.834 3.533 1.447  0.1479
H3 -7.992 5.207 1.764  0.4173
H4 -6.334 3.518 2.980  -0.1875
H5 -6.382 3.986 4.627  0.3759
H6 -6.333 5.199 3.539  0.4526
C4 -12.948 -6.045 -3.715  -1.2048
C5 -12.917 -5.925 -2.162  0.8531
O2 -11.966 -6.332 -1.497  -0.5424
C6 -14.070 -5.243 -1.504  -0.9096
H7 -13.678 -6.829 -3.918  0.3308
H8 -11.965 -6.416 -4.005  0.3411
H9 -13.162 -5.129 -4.265  0.3385
H10 -14.653 -4.750 -2.281  0.3142
H11 -13.856 -4.429 -0.812  0.2003
H12 -14.698 -5.986 -1.010  0.3179
O3 -13.388 3.525 -5.945  -0.6292
C7 -12.448 2.717 -5.828  0.4240
O4 -11.397 2.565 -6.639  -0.3012
C8 -11.060 3.448 -7.705  -0.2929
C9 -11.947 2.827 -8.859  -0.9271
C10 -12.396 1.700 -4.703  -0.1082
H13 -9.983 3.450 -7.872  0.3108
H14 -11.329 4.482 -7.488  0.2929
H15 -11.431 2.067 -9.446  0.2878
H16 -12.013 3.672 -9.544  0.3164
H17 -12.917 2.501 -8.484  0.2925
H18 -11.590 0.984 -4.859  0.2855
H19 -13.355 1.183 -4.738  0.2580
H20 -12.420 2.320 -3.807  -0.2199
O5 -15.282 -5.111 3.874  -0.5992
C11 -14.390 -4.938 3.082  0.5297
O6 -13.634 -3.901 2.960  -0.1210
C12 -13.867 -2.774 3.705  -0.2158
C13 -14.539 -1.746 2.731  -0.5561
C14 -14.001 -6.011 1.996  -0.3846
H21 -12.939 -2.234 3.892  -0.0373
H22 -14.432 -2.784 4.637  0.3784
H23 -14.680 -0.884 3.383  0.2545
H24 -15.468 -2.153 2.333  0.3494
H25 -13.978 -1.603 1.807  0.0303
H26 -13.484 -6.879 2.404  0.3001
H27 -13.199 -5.594 1.387  -0.1921
H28 -14.863 -6.106 1.335  0.2010
O7 -6.528 -1.201 -0.364  -0.4140
C15 -6.399 -0.367 -1.293  0.7663
O8 -5.685 0.745 -1.322  -0.3083
C16 -4.904 1.151 -0.216  -0.5950
C17 -5.596 2.119 0.735  0.0004
C18 -6.951 -0.822 -2.642  -1.2385
H29 -3.925 1.492 -0.551  0.4629
H30 -4.584 0.237 0.285  0.3387
H31 -5.623 3.072 0.207  0.3267
H32 -5.040 2.303 1.654  0.1661
H33 -6.635 1.868 0.949  -0.2835
H34 -6.214 -1.132 -3.383  0.4063
H35 -7.537 0.040 -2.961  0.3095
H36 -7.578 -1.707 -2.538  0.2506
O9 -4.905 1.676 5.583  -0.5751
C19 -5.077 0.989 4.622  0.7207
O10 -6.213 0.501 4.164  0.0202
C20 -7.517 0.605 4.774  0.2285
C21 -8.161 -0.734 5.018  -0.8817
C22 -3.888 0.437 3.826  -0.7962
H37 -8.217 1.214 4.202  -0.2681
H38 -7.464 1.084 5.751  0.3882
H39 -8.604 -1.068 4.080  -0.0836
H40 -8.972 -0.767 5.746  0.3172
H41 -7.388 -1.425 5.353  0.3752
H42 -2.951 0.607 4.356  0.3448
H43 -3.761 0.925 2.860  0.0745
H44 -4.126 -0.606 3.614  0.1748
O11 -11.156 1.334 -0.022  -0.6144
C23 -10.356 0.470 0.316  -0.1391
O12 -10.094 -0.531 -0.563  -0.0469
C24 -10.925 -0.735 -1.683  -0.3131
C25 -12.284 -1.300 -1.183  -0.5178
C26 -9.330 0.578 1.444  1.2458
H45 -10.448 -1.450 -2.353  0.4059
H46 -11.066 0.189 -2.244  0.1841
H47 -13.050 -0.952 -1.876  0.1810
H48 -12.606 -0.841 -0.248  0.0595
H49 -12.289 -2.389 -1.137  0.1581
H50 -9.476 -0.303 2.069  0.1099
H51 -9.728 1.416 2.016  -0.1508
H52 -8.325 0.750 1.059  -0.8263
Br1 -12.107 0.142 5.102  -0.1592
C27 -12.079 2.138 4.629  -0.3673
C28 -12.429 2.190 3.090  0.1230
Br2 -14.462 2.081 2.966  -0.2111
H53 -11.090 2.507 4.900  0.2222
H54 -12.722 2.694 5.311  0.5267
H55 -11.980 1.433 2.447  0.0007
H56 -12.203 3.134 2.595  -0.1560
Br3 -12.206 5.081 0.742  -0.1999
C29 -13.156 4.408 -0.857  -0.5258
C30 -14.226 3.438 -0.424  -0.2079
Br4 -15.054 2.971 -2.149  -0.2131
H57 -12.483 3.944 -1.577  0.1898
H58 -13.531 5.326 -1.309  0.5294
H59 -14.914 3.941 0.256  0.4923
H60 -13.904 2.449 -0.101  -0.0424
Br5 -19.199 -0.491 -2.103  -0.1677
C31 -18.567 -0.207 -0.278  -0.4756
C32 -17.171 0.476 -0.388  -0.6257
Br6 -15.791 -0.663 -1.348  -0.0038
H61 -18.508 -1.181 0.207  0.3210
H62 -19.360 0.362 0.207  0.4208
H63 -16.751 0.712 0.589  0.2355
H64 -17.130 1.356 -1.030  0.3184
Br7 -10.437 -4.853 1.132  -0.0968
C33 -8.647 -4.489 2.013  -0.7858
C34 -7.790 -3.467 1.215  0.1988
Br8 -6.357 -2.797 2.449  -0.1718
H65 -8.136 -5.426 2.234  0.4623
H66 -8.890 -4.169 3.026  0.3341
H67 -8.430 -2.626 0.950  -0.3881
H68 -7.404 -3.889 0.287  0.4700

Results
SMILES   CCOC(C)=O.CCOC(C)=O.CCOC(C)=O.CCOC(C)=O.CCOC(C)=O.CC(C)=O.CC(C)=O.BrCCBr.BrCCBr.BrCCBr.BrCCBr
HOMO-LUMO gap   9.91 eV



4.
The ion C22H25N2 with charge +1 at a distorted geometry, computed with ωB97M-V with the def2-TZVPD basis set.

Each line ends with the natural charge from an NBO analysis.
Atoms and positions in Å:
C1 0.935 -3.061 0.051  -0.4304
C2 0.910 -1.662 0.626  -0.2286
N1 -0.351 -0.958 0.267  -0.3784
C3 -1.435 -1.757 0.377  0.5960
C4 -2.834 -1.236 0.387  -0.4686
C5 -3.682 -2.487 0.475  -0.4271
C6 -2.764 -3.678 0.602  -0.1977
N2 -1.413 -3.071 0.574  -0.3513
C7 -0.204 -3.913 0.570  -0.2090
H1 0.864 -3.021 -1.030  0.2216
H2 1.861 -3.580 0.302  0.2497
H3 1.035 -1.753 1.720  0.2150
H4 1.755 -1.069 0.245  0.2534
H5 -2.964 -0.577 1.240  0.2633
H6 -2.993 -0.638 -0.502  0.2540
H7 -4.347 -2.422 1.318  0.2382
H8 -4.272 -2.616 -0.414  0.2367
H9 -2.929 -4.285 1.518  0.2245
H10 -2.842 -4.353 -0.261  0.2124
H11 -0.423 -4.794 -0.048  0.2300
H12 0.021 -4.267 1.598  0.2188
C8 0.968 1.058 -1.854  -0.1504
C9 1.837 1.878 -2.687  -0.0316
C10 1.809 1.742 -4.103  -0.1920
C11 2.562 2.570 -4.939  -0.2134
C12 3.422 3.542 -4.386  -0.1847
C13 3.465 3.700 -2.991  -0.2096
C14 2.679 2.884 -2.155  -0.1936
C15 0.783 1.101 -0.499  -0.2462
C16 -0.419 0.527 0.214  -0.0984
C17 -0.537 1.176 1.650  -0.0617
C18 -0.983 0.339 2.664  -0.2304
C19 -0.950 0.699 4.017  -0.1973
C20 -0.631 2.010 4.374  -0.1985
C21 -0.207 2.891 3.372  -0.2111
C22 -0.091 2.465 2.034  -0.1530
H13 0.368 0.320 -2.379  0.1940
H14 1.154 0.983 -4.540  0.2092
H15 2.495 2.474 -6.028  0.2273
H16 4.031 4.181 -5.037  0.2283
H17 4.112 4.470 -2.550  0.2261
H18 2.699 3.048 -1.078  0.2066
H19 1.592 1.528 0.133  0.2168
H20 -1.266 0.977 -0.384  0.2537
H21 -1.359 -0.655 2.406  0.1836
H22 -1.171 -0.076 4.759  0.2227
H23 -0.723 2.315 5.412  0.2315
H24 0.060 3.914 3.656  0.2311
H25 0.372 3.138 1.305  0.2185

Results
SMILES   C(=C\[C@H](c1ccccc1)N1CCC[N+]2=C1CCC2)/c1ccccc1
Total charge   +1
HOMO-LUMO gap   8.58 eV



5.
A structure of composition C32H56N4O3PReSSi at a distorted geometry, computed with ωB97M-V with the def2-TZVPD basis set.

Each line ends with the Mulliken spin population.
Atoms and positions in Å:
Re1 0.012 0.105 -0.061  0.7717
N1 -1.924 2.106 3.044  0.0009
C1 -1.548 1.063 3.868  -0.0015
C2 -0.853 0.192 3.093  0.0097
N2 -0.800 0.694 1.810  0.0144
C3 -1.460 1.853 1.820  0.0026
C4 -1.537 2.537 0.546  -0.0086
N3 -0.916 1.930 -0.467  0.0239
C5 -1.097 2.723 -1.578  -0.0146
C6 -1.826 3.810 -1.218  -0.0025
N4 -2.086 3.680 0.127  0.0003
H1 -2.451 2.915 3.342  -0.0002
H2 -1.806 1.049 4.913  0.0000
H3 -0.374 -0.734 3.362  0.0031
H4 -0.704 2.452 -2.543  0.0001
H5 -2.185 4.653 -1.785  0.0000
H6 -2.602 4.348 0.682  0.0003
C7 3.418 -0.331 -2.737  0.0002
C8 3.389 -0.992 -1.357  0.0072
C9 2.773 -2.387 -1.472  0.0369
C10 4.814 -1.180 -0.807  -0.0008
P1 2.456 0.084 -0.140  0.0146
C11 2.671 -0.701 1.483  0.0657
C12 1.803 -1.765 1.758  -0.0350
C13 1.890 -2.465 2.952  0.0073
C14 2.851 -2.108 3.888  0.0085
C15 3.716 -1.053 3.628  0.0062
C16 3.630 -0.353 2.434  0.0125
C17 3.007 1.871 -0.132  -0.0161
C18 2.312 2.529 1.072  0.0017
C19 2.516 2.553 -1.421  0.0042
C20 4.521 2.101 -0.037  -0.0001
H7 3.863 -1.035 -3.441  0.0002
H8 4.032 0.568 -2.752  -0.0002
H9 2.417 -0.085 -3.100  -0.0014
H10 3.430 -2.974 -2.116  0.0000
H11 1.791 -2.380 -1.936  -0.0125
H12 2.722 -2.902 -0.512  0.0010
H13 5.378 -1.748 -1.549  -0.0002
H14 4.814 -1.757 0.118  -0.0001
H15 5.346 -0.250 -0.639  -0.0004
H16 1.059 -2.078 1.025  -0.0367
H17 1.223 -3.296 3.144  0.0002
H18 2.931 -2.656 4.818  0.0007
H19 4.469 -0.779 4.354  -0.0002
H20 4.325 0.455 2.255  -0.0016
H21 1.220 2.497 0.977  0.0026
H22 2.592 3.584 1.094  0.0001
H23 2.585 2.088 2.028  0.0001
H24 1.532 2.215 -1.727  -0.0031
H25 3.201 2.395 -2.251  0.0008
H26 2.467 3.629 -1.242  -0.0003
H27 4.989 1.654 0.837  0.0000
H28 4.682 3.180 0.024  -0.0004
H29 5.039 1.753 -0.928  0.0003
C21 -3.064 -2.623 -6.098  -0.0004
C22 -2.362 -3.559 -5.139  0.0007
C23 -0.876 -3.282 -5.037  -0.0007
C24 -2.670 -5.015 -5.422  0.0001
O1 -2.966 -3.223 -3.794  -0.0040
Si1 -2.813 -3.869 -2.375  0.0073
S1 -0.549 -1.274 -1.475  0.1293
O2 -3.750 -3.410 -1.200  0.0017
C25 -5.040 -2.646 -1.200  -0.0020
C26 -5.516 -2.722 0.236  0.0002
C27 -5.991 -3.341 -2.155  0.0000
C28 -4.724 -1.225 -1.627  0.0067
O3 -1.687 -4.924 -2.112  -0.0034
C29 -1.389 -5.879 -0.992  0.0001
C30 -2.658 -6.655 -0.702  0.0011
C31 -0.934 -5.039 0.186  0.0061
C32 -0.285 -6.760 -1.536  -0.0003
H30 -2.683 -2.789 -7.107  0.0000
H31 -2.882 -1.583 -5.831  0.0002
H32 -4.138 -2.809 -6.107  0.0000
H33 -0.404 -3.490 -5.998  0.0000
H34 -0.404 -3.922 -4.290  -0.0008
H35 -0.695 -2.232 -4.796  0.0011
H36 -2.305 -5.277 -6.415  0.0000
H37 -3.746 -5.194 -5.406  0.0000
H38 -2.174 -5.674 -4.706  0.0000
H39 -5.677 -3.756 0.538  0.0000
H40 -6.462 -2.188 0.335  -0.0001
H41 -4.788 -2.267 0.909  0.0000
H42 -6.157 -4.376 -1.852  0.0000
H43 -5.616 -3.311 -3.180  0.0000
H44 -6.956 -2.834 -2.146  0.0000
H45 -3.988 -0.782 -0.952  -0.0034
H46 -5.632 -0.624 -1.588  -0.0001
H47 -4.342 -1.194 -2.649  0.0009
H48 -3.453 -5.996 -0.346  -0.0002
H49 -2.468 -7.391 0.079  -0.0001
H50 -2.993 -7.193 -1.590  -0.0002
H51 -1.733 -4.376 0.526  -0.0035
H52 -0.057 -4.448 -0.089  0.0010
H53 -0.660 -5.693 1.014  0.0007
H54 -0.619 -7.297 -2.423  0.0000
H55 -0.002 -7.494 -0.781  0.0000
H56 0.596 -6.169 -1.789  0.0003

Results
Total charge   +3
Expectation value of S²   0.758
HOMO-LUMO gap (spin up / spin down)   6.59 / 7.15 eV
Multiplicity   2



no.,electronic energy (eV)
1,-155900.64958
2,-61351.06707
3,-621268.88300
4,-26193.61647
5,-76308.89132